# 1
Formula: C4H9NOS
Source: the Open Molecules 2025 dataset
Level of theory: wB97M-V/def2-TZVPD

Last column: Löwdin charge in e.
CARTESIAN COORDINATES (ANGSTROEM)
1 C -1.089 -0.804 -1.512  -0.09
2 N -0.892 -1.368 -0.189  0.03
3 C -0.617 -0.770 0.990  -0.53
4 O -0.549 -1.425 2.016  0.05
5 C -0.242 0.692 0.960  -0.18
6 C 1.283 0.833 0.799  -0.49
7 S 1.799 1.113 -0.949  0.70
8 H -0.351 -1.239 -2.202  0.08
9 H -0.922 0.270 -1.577  0.05
10 H -2.075 -1.044 -1.915  0.08
11 H -0.853 -2.374 -0.173  0.14
12 H -0.732 1.188 0.115  0.08
13 H -0.638 1.189 1.832  0.11
14 H 1.737 -0.118 1.049  0.06
15 H 1.721 1.593 1.423  0.07
16 H 2.420 2.262 -0.666  -0.16

Properties
multiplicity	1
SMILES	CNC(=O)CCS
relative energy (zero: lowest compared OMol25 entry of this formula, charge and spin)	17.0	kcal per mole

# 2
Formula: C20H27Cl3F3N2PdSi2
Source: the Open Molecules 2025 dataset
Level of theory: wB97M-V/def2-TZVPD

Last column: Löwdin charge in e.
CARTESIAN COORDINATES (ANGSTROEM)
1 Pd -2.056 0.501 0.656  0.55
2 C -0.694 -0.163 2.016  -0.29
3 Si 0.690 -0.868 0.968  0.66
4 C 1.914 0.351 0.102  -0.19
5 N 1.367 1.493 -0.660  -0.23
6 C 0.986 1.291 -2.061  -0.24
7 C 0.660 2.501 -3.067  -0.41
8 C -1.469 4.016 -3.603  -0.38
9 C 0.755 4.704 -1.720  -0.35
10 C 0.433 2.179 0.130  -0.31
11 C 0.271 -2.091 -0.414  -0.23
12 C -0.988 -2.324 -0.967  -0.10
13 C -1.168 -3.219 -2.014  -0.08
14 C -0.087 -3.911 -2.536  -0.10
15 C 1.180 -3.689 -2.013  -0.09
16 C 1.350 -2.792 -0.971  -0.13
17 C 1.896 -1.716 2.172  -0.23
18 C 2.227 -3.072 2.171  -0.10
19 C 3.165 -3.592 3.054  -0.10
20 C 3.790 -2.765 3.975  -0.11
21 C 3.456 -1.419 4.019  -0.10
22 C 2.522 -0.909 3.129  -0.11
23 H -0.438 0.718 2.608  0.01
24 H -1.081 -0.946 2.662  0.00
25 H 2.539 -0.252 -0.559  0.08
26 H 2.550 0.782 0.881  0.08
27 H -0.093 0.897 -2.065  0.05
28 H 1.637 0.698 -2.692  0.12
29 H -1.227 4.495 -1.628  -0.07
30 H 0.897 2.323 -4.101  0.03
31 H -1.791 4.995 -3.934  -0.02
32 H -2.119 3.296 -4.090  -0.03
33 H 0.699 5.671 -1.223  0.00
34 H 1.834 4.445 -1.850  0.01
35 H 0.482 3.287 -0.017  0.06
36 H 0.482 1.915 1.176  0.06
37 H -1.850 -1.793 -0.590  0.05
38 H -2.161 -3.372 -2.418  0.10
39 H -0.227 -4.613 -3.349  0.10
40 H 2.037 -4.213 -2.420  0.10
41 H 2.353 -2.629 -0.589  0.10
42 H 1.738 -3.742 1.473  0.09
43 H 3.407 -4.648 3.022  0.10
44 H 4.529 -3.167 4.657  0.09
45 H 3.922 -0.766 4.747  0.10
46 H 2.273 0.147 3.186  0.10
47 F -4.266 -1.284 0.531  0.01
48 C -3.278 -0.988 1.424  -0.63
49 F -3.918 -0.644 2.573  0.03
50 F -2.709 -2.200 1.693  0.02
51 N -4.741 1.556 0.798  -0.01
52 H -4.824 2.211 0.030  -0.02
53 H -4.641 2.090 1.652  0.01
54 H -5.579 0.993 0.857  0.02
55 Cl -2.724 0.959 -1.896  0.26
56 Si -1.164 2.170 -0.916  -0.17
57 Cl -2.352 3.489 0.335  0.29
58 Cl -0.397 3.612 -2.337  0.55

Properties
net charge	-1
multiplicity	1
relative energy (zero: lowest compared OMol25 entry of this formula, charge and spin)	507.6	kcal per mole

# 3
Formula: C10H11NO2
Source: the Open Molecules 2025 dataset
Level of theory: wB97M-V/def2-TZVPD

Last column: Löwdin charge in e.
CARTESIAN COORDINATES (ANGSTROEM)
1 C -4.319 6.254 2.055  -0.08
2 O -4.105 5.345 3.173  -0.09
3 C -3.985 4.013 2.807  -0.23
4 C -3.718 2.990 3.816  0.01
5 C -3.406 1.693 3.430  -0.04
6 C -3.240 1.345 2.081  -0.19
7 C -2.687 0.015 1.754  -0.33
8 C -1.162 -0.247 2.066  -0.14
9 N -0.040 -0.164 1.741  0.17
10 O -3.400 -0.520 0.698  -0.11
11 C -3.157 -1.904 0.529  -0.06
12 C -3.745 2.204 1.112  -0.01
13 C -4.028 3.542 1.451  -0.02
14 H -4.406 7.195 2.581  0.09
15 H -3.482 6.296 1.349  0.09
16 H -5.232 6.061 1.479  0.09
17 H -3.673 3.273 4.876  0.11
18 H -3.299 0.874 4.160  0.12
19 H -2.547 -0.637 2.647  0.11
20 H -3.305 -2.018 -0.535  0.10
21 H -2.136 -2.101 0.864  0.08
22 H -3.864 -2.495 1.111  0.10
23 H -3.930 1.920 0.079  0.12
24 H -4.207 4.302 0.657  0.10

Properties
multiplicity	1
SMILES	COc1ccc([C@H](C#N)OC)cc1
relative energy (zero: lowest compared OMol25 entry of this formula, charge and spin)	118.7	kcal per mole

# 4
Formula: C5H10O
Source: the Open Molecules 2025 dataset
Level of theory: wB97M-V/def2-TZVPD

Last column: Löwdin charge in e.
CARTESIAN COORDINATES (ANGSTROEM)
1 C 1.043 -0.372 1.537  -0.04
2 C 0.491 0.669 0.623  -0.17
3 C 1.240 1.193 -0.502  -0.13
4 O 0.488 0.072 -0.936  -0.13
5 C -1.103 0.378 -0.969  -0.20
6 C -1.671 -0.998 -0.718  -0.18
7 H 0.274 -1.105 1.800  0.08
8 H 1.374 0.093 2.474  0.09
9 H 1.885 -0.887 1.078  0.09
10 H -0.372 1.229 0.990  0.12
11 H 2.303 0.990 -0.519  0.13
12 H 0.932 2.136 -0.937  0.13
13 H -1.275 0.654 -2.011  0.04
14 H -1.394 -1.790 -1.434  0.06
15 H -2.762 -0.882 -0.768  0.07
16 H -1.451 -1.381 0.293  0.05

Properties
multiplicity	1
relative energy (zero: lowest compared OMol25 entry of this formula, charge and spin)	139.1	kcal per mole

# 5
Formula: C5H10O
Source: the Open Molecules 2025 dataset
Level of theory: wB97M-V/def2-TZVPD

Last column: Löwdin charge in e.
CARTESIAN COORDINATES (ANGSTROEM)
1 O -2.053 0.124 0.598  -0.05
2 C -1.039 0.198 -0.398  -0.38
3 C -0.205 -1.096 -0.476  -0.15
4 C 0.980 -0.849 0.461  -0.20
5 C 1.326 0.614 0.167  -0.20
6 C -0.049 1.294 0.052  -0.14
7 H -2.682 -0.560 0.330  0.09
8 H -1.493 0.433 -1.373  0.14
9 H -0.802 -1.978 -0.219  0.11
10 H 0.162 -1.234 -1.502  0.11
11 H 1.814 -1.539 0.294  0.11
12 H 0.657 -0.954 1.503  0.11
13 H 1.959 1.074 0.932  0.11
14 H 1.864 0.676 -0.788  0.11
15 H -0.391 1.636 1.034  0.12
16 H -0.045 2.162 -0.615  0.11

Properties
multiplicity	1
SMILES	OC1CCCC1
relative energy (zero: lowest compared OMol25 entry of this formula, charge and spin)	2.9	kcal per mole

no.,calculated total energy (eV),Kohn-Sham gap (eV),HOMO (eV)
1,-18666.78795,10.05,-9.3
2,-89099.72985,4.95,-3.1
3,-16129.14157,9.16,-8.5
4,-7388.73392,7.25,-6.3
5,-7394.63961,11.16,-10.1